# 1
This record from the Open Molecules 2025 dataset describes a molecular structure, C42H46BN15O2Zr at a distorted geometry. The level of theory is ωB97M-V with the def2-TZVPD basis set.

As for the multiplicity: 2. As for the total energy: -2671.6746 Ha. Its total charge is +1. The lowest unoccupied orbital energy (spin up / spin down) comes out at -2.04 / -4.52 eV. The HOMO energy (spin up / spin down) comes out at -0.38164 / -0.39551 Eh.

Positions of all 107 atoms, in Å:
Zr: 0.16 0.30 -0.22
C: -3.57 1.99 -2.13
C: -2.92 0.99 -1.41
N: -1.79 1.46 -0.90
N: -1.69 2.75 -1.27
C: -2.75 3.09 -2.02
B: -0.63 3.70 -0.68
N: 0.82 3.38 -1.15
C: 1.81 4.24 -1.42
C: 3.01 3.57 -1.34
C: 2.66 2.27 -0.99
N: 1.33 2.16 -0.88
N: -0.63 3.47 0.85
C: -0.81 4.31 1.89
C: -0.92 3.56 3.04
C: -0.79 2.24 2.61
N: -0.60 2.19 1.30
N: -0.99 5.11 -1.09
C: -1.98 5.90 -0.60
C: -2.20 6.92 -1.49
C: -1.31 6.65 -2.54
N: -0.59 5.56 -2.31
H: -4.51 1.92 -2.65
H: -3.19 -0.04 -1.24
H: -2.86 4.08 -2.41
H: 1.59 5.26 -1.65
H: 4.00 3.96 -1.52
H: 3.30 1.43 -0.78
H: -0.85 5.38 1.74
H: -1.08 3.92 4.04
H: -0.82 1.32 3.17
H: -2.48 5.67 0.33
H: -2.90 7.73 -1.41
H: -1.15 7.20 -3.45
C: -0.56 -5.89 -2.86
C: -0.06 -4.81 -1.95
C: -0.57 -4.64 -0.66
C: -0.12 -3.63 0.16
C: 0.87 -2.75 -0.27
N: 1.30 -1.68 0.57
C: 1.77 -2.10 1.76
C: 2.14 -3.47 1.95
C: 2.41 -4.00 3.18
C: 2.34 -3.19 4.32
C: 2.58 -3.75 5.69
C: 2.12 -1.83 4.14
C: 1.90 -1.25 2.90
N: 1.85 0.16 2.84
C: 2.10 1.00 3.88
C: 2.33 2.24 3.37
C: 2.19 2.09 1.99
N: 1.91 0.84 1.66
C: 1.36 -2.89 -1.56
C: 0.90 -3.91 -2.38
N: 2.31 -1.97 -2.07
C: 3.22 -2.23 -3.04
C: 3.64 -1.04 -3.54
C: 2.92 -0.08 -2.82
N: 2.13 -0.63 -1.91
H: -1.22 -6.58 -2.34
H: 0.27 -6.46 -3.28
H: -1.12 -5.46 -3.70
H: -1.35 -5.31 -0.31
H: -0.56 -3.47 1.14
H: 2.21 -4.11 1.09
H: 2.67 -5.04 3.28
H: 2.49 -4.83 5.70
H: 1.87 -3.33 6.41
H: 3.59 -3.49 6.04
H: 2.14 -1.22 5.03
H: 2.11 0.67 4.90
H: 2.54 3.14 3.92
H: 2.25 2.86 1.25
H: 1.28 -3.98 -3.39
H: 3.48 -3.25 -3.29
H: 4.37 -0.87 -4.32
H: 2.94 0.99 -2.95
C: 0.25 0.42 -5.73
C: -0.18 0.74 -4.34
N: -0.18 1.89 -3.78
O: 0.32 2.93 -4.55
C: -0.69 -0.35 -3.47
C: -1.47 -1.50 -4.04
N: -0.44 -0.23 -2.23
O: -0.91 -1.06 -1.28
H: 0.65 1.30 -6.23
H: -0.59 0.04 -6.31
H: 1.02 -0.36 -5.72
H: 0.15 3.71 -4.00
H: -0.85 -2.06 -4.74
H: -2.34 -1.13 -4.58
H: -1.79 -2.16 -3.24
C: -3.90 -0.91 3.43
C: -2.59 -1.70 3.34
C: -2.88 -3.16 2.99
C: -1.86 -1.63 4.69
C: -1.74 -1.10 2.30
C: -1.02 -0.62 1.45
H: -4.54 -1.31 4.22
H: -4.44 -0.96 2.48
H: -3.71 0.14 3.64
H: -3.57 -3.59 3.71
H: -1.97 -3.75 2.99
H: -3.33 -3.23 2.00
H: -2.47 -2.08 5.47
H: -1.65 -0.60 4.97
H: -0.91 -2.17 4.64

# 2
This record from the Open Molecules 2025 dataset describes a molecular structure, C16H24N3O3ReSe2Te2 at a distorted geometry. The level of theory is ωB97M-V with the def2-TZVPD basis set.

As for the multiplicity: 2. As for the total energy: -6431.4206 Ha. Its total charge is -1. The lowest unoccupied orbital energy (spin up / spin down) comes out at 1.55 / 1.85 eV. The HOMO energy (spin up / spin down) comes out at -0.16146 / -0.16174 Eh.

Positions of all 51 atoms, in Å:
Re: 0.58 -0.15 1.71
N: 0.20 -2.58 0.77
C: 1.23 -3.26 1.54
C: 2.53 -2.43 1.54
O: 3.58 -2.94 1.17
N: 2.38 -1.17 1.98
C: 3.53 -0.31 1.81
C: 3.21 0.76 0.71
O: 4.10 1.20 0.01
O: 1.99 1.09 0.65
H: -0.71 -3.00 0.95
H: 0.38 -2.63 -0.23
H: 1.46 -4.26 1.15
H: 0.88 -3.35 2.58
H: 4.41 -0.89 1.53
H: 3.73 0.25 2.73
Se: 1.22 1.48 3.39
Te: 1.48 0.19 5.51
Te: -1.12 -0.63 5.55
Se: -1.13 -1.35 3.12
C: -2.06 0.86 -4.38
C: -1.12 0.41 -3.30
C: 0.12 -0.13 -3.61
C: 0.95 -0.54 -2.57
C: 2.31 -1.12 -2.83
C: 0.55 -0.35 -1.27
C: -0.65 0.31 -0.89
C: -1.50 0.60 -1.98
N: -0.89 0.62 0.41
C: -2.03 1.50 0.73
C: -1.90 2.01 2.17
C: -3.34 0.69 0.67
C: -2.04 2.77 -0.16
H: -1.68 0.59 -5.36
H: -2.18 1.94 -4.35
H: -3.04 0.40 -4.26
H: 0.43 -0.25 -4.64
H: 2.43 -1.43 -3.86
H: 2.51 -1.98 -2.18
H: 3.07 -0.37 -2.60
H: 1.27 -0.69 -0.54
H: -2.48 1.01 -1.82
H: -1.92 1.19 2.88
H: -2.73 2.66 2.40
H: -0.97 2.57 2.29
H: -3.25 -0.15 1.37
H: -3.54 0.28 -0.32
H: -4.17 1.31 0.98
H: -1.08 2.88 -0.66
H: -2.19 3.66 0.45
H: -2.82 2.75 -0.92

# 3
This record from the Open Molecules 2025 dataset describes a gas-phase ion, C3H5N2S (charge -1) at a distorted geometry. The level of theory is ωB97M-V with the def2-TZVPD basis set.

As for the SMILES: Cn1ccn1[S-]. As for the total energy: -624.8929 Ha. Its total charge is -1. The lowest unoccupied orbital energy comes out at 4.21 eV. The HOMO energy comes out at -0.06826 Eh.

Positions of all 11 atoms, in Å:
C: -0.65 1.40 -0.06
N: -0.21 0.11 -0.57
C: -0.72 -1.12 0.00
C: 0.58 -1.55 0.18
N: 1.13 -0.39 -0.29
S: 2.40 0.54 0.14
H: -1.38 1.14 0.65
H: 0.08 1.83 0.58
H: -0.97 2.10 -1.01
H: -1.49 -1.73 -0.31
H: 1.23 -2.33 0.68